Record 1
{
  "formula": "C23H27AsClGdIOP",
  "method": "ωB97M-V/def2-TZVPD",
  "homo_ha": [-0.523, -0.517],
  "total_charge": 2,
  "homo_lumo_gap_ev": [6.40, 5.38],
  "multiplicity": 8,
  "s2": 16.07,
  "fmax_ev_per_a": 9.100,
  "species": ["C", "I", "H", "H", "H", "Gd", "P", "C", "C", "H", "H", "H", "C", "H", "H", "H", "H", "H", "H", "C", "O", "Cl", "C", "C", "C", "C", "C", "C", "As", "C", "C", "C", "C", "C", "C", "C", "C", "C", "C", "C", "C", "H", "H", "H", "H", "H", "H", "H", "H", "H", "H", "H", "H", "H", "H", "H"],
  "coordinates": [[0.122, -5.002, -3.158], [0.680, -3.290, -1.934], [-0.966, -5.114, -3.107], [0.622, -5.892, -2.763], [0.444, -4.807, -4.187], [-0.190, -0.221, 0.198], [-0.142, 1.506, -2.000], [1.403, 1.752, -2.812], [-1.325, 0.781, -3.149], [-1.771, 2.946, -0.940], [-0.945, 3.656, -2.377], [-0.106, 3.576, -0.786], [-0.814, 3.080, -1.459], [-2.291, 0.599, -2.661], [-1.425, 1.521, -3.946], [1.168, 2.415, -3.644], [1.799, 0.796, -3.158], [-0.937, -0.167, -3.540], [2.112, 2.212, -2.122], [2.006, -0.267, -0.230], [3.141, -0.435, -0.345], [-2.600, 0.366, 0.264], [-0.688, 3.746, 5.649], [0.280, 3.754, 4.628], [0.503, 2.598, 3.864], [-0.228, 1.423, 4.123], [-1.202, 1.408, 5.138], [-1.427, 2.577, 5.903], [0.085, -0.035, 2.892], [1.946, -0.586, 3.344], [2.487, -1.704, 2.684], [3.809, -2.102, 2.959], [4.594, -1.368, 3.870], [4.057, -0.237, 4.501], [2.731, 0.171, 4.231], [-1.393, -1.278, 3.407], [-1.089, -2.558, 3.883], [-2.142, -3.435, 4.218], [-3.481, -3.037, 4.052], [-3.778, -1.756, 3.551], [-2.729, -0.871, 3.231], [-0.868, 4.643, 6.232], [0.849, 4.653, 4.425], [1.246, 2.620, 3.064], [-1.788, 0.519, 5.339], [-2.177, 2.570, 6.679], [1.892, -2.282, 1.978], [4.222, -2.975, 2.477], [5.609, -1.679, 4.088], [4.647, 0.327, 5.208], [2.330, 1.037, 4.734], [-0.059, -2.860, 4.010], [-1.914, -4.413, 4.605], [-4.285, -3.715, 4.312], [-4.803, -1.446, 3.427], [-2.971, 0.112, 2.849]]
}

Record 2
{
  "formula": "C35H52BrN4O3RbSi",
  "method": "ωB97M-V/def2-TZVPD",
  "homo_ha": -0.226,
  "de_lowest_kcal_mol": 0.93,
  "homo_lumo_gap_ev": 6.32,
  "fmax_ev_per_a": 0.180,
  "species": ["Rb", "C", "O", "C", "C", "C", "C", "C", "C", "N", "N", "C", "C", "O", "C", "C", "C", "C", "C", "C", "C", "C", "H", "H", "H", "H", "H", "H", "H", "H", "H", "H", "H", "H", "H", "C", "N", "C", "C", "C", "N", "C", "C", "O", "H", "H", "H", "H", "H", "H", "H", "H", "H", "H", "H", "H", "C", "C", "C", "C", "Si", "Br", "C", "C", "C", "C", "C", "C", "C", "C", "H", "H", "H", "H", "H", "H", "H", "H", "H", "H", "H", "H", "H", "H", "H", "H", "H", "H", "H", "H", "H", "H", "H", "H", "H", "H", "H"],
  "coordinates": [[1.661, 1.222, -0.910], [-1.485, 2.852, 0.411], [-0.177, 3.224, 0.022], [-0.022, 4.417, -0.644], [-1.087, 5.189, -1.085], [-0.847, 6.392, -1.741], [0.450, 6.825, -1.952], [1.514, 6.053, -1.505], [1.301, 4.847, -0.849], [2.362, 4.014, -0.394], [3.367, 4.703, -0.040], [4.514, 4.118, 0.400], [4.712, 2.708, 0.582], [3.853, 1.823, 0.356], [6.021, 2.296, 1.076], [6.999, 3.173, 1.366], [6.812, 4.586, 1.210], [7.840, 5.490, 1.529], [7.662, 6.843, 1.387], [6.431, 7.318, 0.917], [5.413, 6.452, 0.598], [5.571, 5.056, 0.734], [-1.953, 3.634, 1.015], [-1.384, 1.949, 1.008], [-2.118, 2.637, -0.456], [-2.106, 4.870, -0.923], [-1.685, 6.984, -2.085], [0.637, 7.759, -2.465], [2.537, 6.370, -1.656], [6.160, 1.228, 1.193], [7.960, 2.821, 1.728], [8.783, 5.094, 1.892], [8.458, 7.534, 1.635], [6.276, 8.384, 0.804], [4.467, 6.833, 0.242], [2.025, -3.615, -2.676], [2.101, -3.797, -1.242], [2.044, -5.168, -0.771], [2.538, -5.264, 0.656], [1.793, -4.248, 1.497], [1.942, -2.923, 0.925], [1.770, -1.793, 1.819], [2.011, -2.700, -0.425], [2.023, -1.557, -0.884], [2.836, -4.158, -3.166], [2.110, -2.559, -2.906], [1.073, -3.991, -3.066], [2.661, -5.777, -1.435], [1.017, -5.551, -0.843], [3.608, -5.051, 0.694], [2.376, -6.270, 1.041], [2.190, -4.222, 2.512], [0.733, -4.529, 1.574], [2.259, -2.017, 2.767], [0.714, -1.582, 2.014], [2.232, -0.906, 1.399], [-1.598, -4.069, -1.056], [-3.020, -3.497, -1.170], [-3.275, -3.280, -2.669], [-4.012, -4.557, -0.663], [-3.224, -1.858, -0.188], [-1.347, -0.667, -0.653], [-3.196, -2.094, 1.718], [-2.794, -0.804, 2.451], [-4.575, -2.538, 2.234], [-2.168, -3.159, 2.127], [-4.665, -0.748, -0.802], [-4.882, 0.444, 0.140], [-4.380, -0.147, -2.189], [-5.976, -1.547, -0.878], [-1.555, -4.998, -1.634], [-1.315, -4.306, -0.033], [-0.854, -3.384, -1.464], [-3.076, -4.217, -3.199], [-2.613, -2.518, -3.086], [-4.305, -3.000, -2.885], [-3.929, -5.452, -1.288], [-5.049, -4.221, -0.713], [-3.805, -4.859, 0.364], [-3.443, 0.040, 2.230], [-1.770, -0.512, 2.213], [-2.845, -0.986, 3.529], [-5.331, -1.763, 2.107], [-4.503, -2.749, 3.305], [-4.936, -3.446, 1.747], [-1.174, -2.925, 1.741], [-2.441, -4.160, 1.795], [-2.102, -3.185, 3.220], [-3.974, 1.041, 0.252], [-5.223, 0.146, 1.131], [-5.652, 1.095, -0.287], [-3.510, 0.509, -2.169], [-5.243, 0.454, -2.492], [-4.216, -0.896, -2.960], [-6.242, -2.012, 0.074], [-5.939, -2.328, -1.638], [-6.792, -0.870, -1.149]]
}

Record 3
{
  "formula": "C2H4BrClO2",
  "method": "ωB97M-V/def2-TZVPD",
  "homo_ha": [-0.209, -0.378],
  "de_lowest_kcal_mol": 47.61,
  "homo_lumo_gap_ev": [6.28, 8.93],
  "multiplicity": 3,
  "s2": 2.00,
  "fmax_ev_per_a": 10.396,
  "species": ["C", "C", "O", "O", "Cl", "Br", "H", "H", "H", "H"],
  "coordinates": [[-0.867, -0.409, 1.289], [0.878, 1.005, -1.655], [-1.784, -1.064, 2.032], [0.174, -1.004, 1.152], [1.620, 2.527, -2.135], [1.878, -0.611, -2.041], [0.779, 1.045, -0.597], [-0.285, 0.955, -2.006], [-2.667, -0.578, 2.212], [0.275, -1.865, 1.748]]
}

Record 4
{
  "formula": "C14H34FeO4S3SeSi2Te",
  "method": "ωB97M-V/def2-TZVPD",
  "homo_ha": -0.316,
  "homo_lumo_gap_ev": 8.71,
  "fmax_ev_per_a": 0.322,
  "species": ["Fe", "C", "C", "S", "C", "C", "S", "C", "C", "S", "H", "H", "H", "H", "H", "H", "H", "H", "H", "H", "H", "H", "C", "Si", "C", "C", "C", "Te", "C", "Si", "C", "C", "C", "H", "H", "H", "H", "H", "H", "H", "H", "H", "H", "H", "H", "H", "H", "H", "H", "H", "H", "H", "H", "H", "H", "O", "Se", "O", "O", "O"],
  "coordinates": [[1.116, 0.803, -0.812], [2.739, -1.172, 2.048], [3.495, -1.400, 0.745], [3.047, -0.423, -0.720], [4.207, 0.965, -0.715], [3.899, 2.099, 0.253], [2.115, 2.472, 0.413], [1.952, 2.594, 2.217], [1.867, 1.327, 3.056], [3.309, 0.229, 3.052], [2.855, -2.061, 2.670], [1.674, -1.058, 1.857], [3.326, -2.432, 0.429], [4.570, -1.288, 0.892], [4.149, 1.318, -1.743], [5.213, 0.579, -0.543], [4.395, 3.005, -0.093], [4.260, 1.856, 1.248], [1.041, 3.178, 2.370], [2.777, 3.227, 2.548], [0.988, 0.743, 2.798], [1.734, 1.631, 4.098], [-1.308, -5.003, -0.705], [-0.791, -3.238, -1.089], [-1.942, -2.505, -2.358], [0.973, -3.231, -1.706], [-0.881, -2.351, 0.582], [-0.718, -0.222, 0.750], [-2.445, 0.309, -0.353], [-3.238, 1.887, 0.320], [-1.976, 3.003, 1.136], [-4.068, 2.760, -1.107], [-4.495, 1.355, 1.605], [-1.265, -5.616, -1.608], [-2.330, -5.048, -0.321], [-0.652, -5.461, 0.039], [-1.935, -3.135, -3.250], [-1.602, -1.511, -2.650], [-2.974, -2.446, -2.003], [1.063, -3.884, -2.578], [1.665, -3.602, -0.945], [1.272, -2.229, -2.020], [-0.096, -2.749, 1.234], [-1.827, -2.577, 1.081], [-3.133, -0.535, -0.261], [-2.125, 0.410, -1.386], [-1.182, 3.271, 0.438], [-1.527, 2.521, 2.011], [-2.460, 3.918, 1.485], [-3.328, 3.054, -1.853], [-4.587, 3.660, -0.770], [-4.801, 2.113, -1.594], [-4.018, 0.784, 2.406], [-5.274, 0.728, 1.164], [-4.983, 2.220, 2.061], [0.325, -0.130, -2.521], [0.397, 1.482, -2.938], [-0.083, 1.967, -4.373], [-0.354, 2.080, -1.560], [1.970, 1.758, -2.432]]
}

Record 5
{
  "formula": "C30H29N5O4PdS",
  "method": "ωB97M-V/def2-TZVPD",
  "homo_ha": -0.262,
  "de_lowest_kcal_mol": 22.06,
  "homo_lumo_gap_ev": 6.79,
  "fmax_ev_per_a": 3.468,
  "species": ["Pd", "C", "C", "N", "N", "C", "O", "C", "C", "C", "C", "C", "C", "C", "C", "C", "C", "C", "N", "H", "H", "H", "H", "H", "H", "H", "H", "H", "H", "H", "H", "C", "N", "C", "C", "C", "C", "C", "C", "C", "C", "H", "H", "H", "H", "H", "H", "H", "H", "H", "H", "H", "H", "H", "O", "S", "O", "N", "C", "O", "C", "C", "C", "C", "C", "C", "H", "H", "H", "H"],
  "coordinates": [[0.519, -0.611, 0.989], [4.511, 0.034, 2.312], [3.030, -0.182, 2.157], [2.487, -0.300, 0.951], [3.020, -0.342, -0.237], [2.167, -0.567, -1.225], [0.915, -0.846, -1.052], [2.711, -0.485, -2.588], [4.063, -0.712, -2.851], [4.560, -0.555, -4.130], [3.722, -0.162, -5.162], [2.377, 0.058, -4.910], [1.869, -0.117, -3.639], [2.137, -0.294, 3.248], [2.540, -0.232, 4.608], [1.616, -0.330, 5.609], [0.255, -0.460, 5.277], [-0.091, -0.535, 3.946], [0.793, -0.484, 2.959], [4.957, 0.093, 1.322], [4.957, -0.800, 2.856], [4.722, 0.955, 2.856], [4.712, -1.016, -2.046], [5.610, -0.726, -4.326], [4.117, -0.018, -6.157], [1.731, 0.386, -5.710], [0.831, 0.082, -3.430], [3.586, -0.105, 4.836], [1.915, -0.314, 6.646], [-0.503, -0.507, 6.041], [-1.126, -0.641, 3.645], [-1.713, -1.806, -2.302], [-2.890, -1.280, -1.590], [-3.463, -0.140, -2.320], [-2.537, -0.917, -0.191], [-2.082, -2.130, 0.586], [-2.957, -3.205, 0.734], [-2.547, -4.357, 1.378], [-1.261, -4.428, 1.888], [-0.411, -3.341, 1.789], [-0.798, -2.167, 1.138], [-1.969, -2.000, -3.340], [-1.373, -2.725, -1.827], [-0.904, -1.072, -2.249], [-3.584, -2.035, -1.529], [-2.678, 0.617, -2.440], [-4.298, 0.286, -1.767], [-3.804, -0.459, -3.306], [-3.417, -0.469, 0.279], [-1.727, -0.178, -0.229], [-3.972, -3.139, 0.354], [-3.224, -5.192, 1.477], [-0.926, -5.332, 2.372], [0.584, -3.415, 2.218], [0.978, 2.861, -2.021], [-0.235, 2.328, -1.486], [-1.007, 1.492, -2.398], [-0.064, 1.532, -0.077], [-0.920, 1.979, 0.837], [-1.168, 1.365, 1.883], [-1.615, 3.242, 0.445], [-2.456, 4.014, 1.230], [-3.017, 5.152, 0.665], [-2.757, 5.492, -0.656], [-1.920, 4.708, -1.443], [-1.352, 3.596, -0.867], [-2.649, 3.726, 2.254], [-3.665, 5.780, 1.259], [-3.202, 6.382, -1.078], [-1.707, 4.971, -2.467]]
}

Record 6
{
  "formula": "C40H40CaF10GeN3O3",
  "method": "ωB97M-V/def2-TZVPD",
  "homo_ha": [-0.249, -0.249],
  "de_lowest_kcal_mol": 0.00,
  "homo_lumo_gap_ev": [7.01, 5.74],
  "multiplicity": 2,
  "s2": 0.76,
  "fmax_ev_per_a": 1.997,
  "species": ["Ca", "C", "N", "C", "C", "N", "C", "C", "F", "C", "F", "C", "F", "C", "F", "C", "F", "C", "C", "N", "C", "C", "F", "C", "F", "C", "F", "C", "F", "C", "F", "H", "H", "H", "H", "H", "H", "H", "H", "H", "H", "H", "C", "O", "C", "C", "O", "C", "H", "H", "H", "H", "H", "H", "H", "H", "H", "H", "C", "O", "H", "H", "H", "H", "C", "C", "C", "C", "C", "C", "Ge", "C", "C", "C", "C", "C", "C", "C", "C", "C", "C", "C", "C", "H", "H", "H", "H", "H", "H", "H", "H", "H", "H", "H", "H", "H", "H", "H"],
  "coordinates": [[-0.151, 1.556, 0.079], [0.741, 4.494, -1.041], [0.227, 3.928, 0.216], [-1.099, 4.508, 0.521], [-2.197, 3.926, -0.381], [-2.216, 2.454, -0.157], [-3.439, 1.865, -0.164], [-4.499, 2.211, -1.077], [-4.281, 3.072, -2.076], [-5.788, 1.735, -0.912], [-6.791, 2.217, -1.707], [-6.070, 0.806, 0.069], [-7.284, 0.299, 0.212], [-5.058, 0.358, 0.908], [-5.408, -0.430, 1.945], [-3.786, 0.854, 0.758], [-2.864, 0.458, 1.700], [1.198, 4.183, 1.272], [0.946, 3.434, 2.586], [0.671, 2.048, 2.297], [0.308, 1.266, 3.310], [0.175, 1.484, 4.714], [0.670, 2.564, 5.308], [-0.470, 0.596, 5.575], [-0.445, 0.883, 6.902], [-1.005, -0.587, 5.110], [-1.598, -1.414, 5.948], [-0.890, -0.866, 3.744], [-1.330, -2.040, 3.207], [-0.249, 0.014, 2.925], [-0.239, -0.290, 1.579], [0.890, 5.567, -0.890], [1.660, 3.949, -1.241], [0.093, 4.351, -1.911], [-1.373, 4.235, 1.541], [-1.115, 5.623, 0.423], [-3.135, 4.382, -0.108], [-1.995, 4.196, -1.416], [2.106, 3.774, 0.880], [1.378, 5.256, 1.482], [1.857, 3.540, 3.188], [0.135, 3.901, 3.169], [-0.864, 2.161, -3.476], [0.068, 1.574, -2.561], [1.335, 1.301, -3.099], [2.084, 0.525, -2.051], [2.178, 1.334, -0.907], [2.905, 0.714, 0.174], [-0.408, 3.015, -3.982], [-1.719, 2.515, -2.882], [-1.224, 1.432, -4.210], [1.881, 2.234, -3.393], [1.262, 0.696, -4.003], [3.074, 0.310, -2.388], [1.494, -0.387, -1.796], [3.990, 0.920, 0.004], [2.797, -0.362, 0.178], [2.498, 1.098, 1.095], [-2.006, -0.418, -2.175], [-1.300, -0.515, -0.918], [-2.441, 0.585, -2.263], [-2.801, -1.185, -2.200], [-1.275, -0.657, -2.979], [-1.847, -0.874, -0.214], [0.922, -2.262, -5.001], [2.173, -2.133, -4.409], [2.352, -2.405, -3.071], [1.295, -2.905, -2.318], [0.033, -3.019, -2.920], [-0.147, -2.713, -4.269], [1.292, -2.814, -0.346], [0.015, -3.809, 0.674], [0.456, -4.468, 1.827], [-0.443, -5.209, 2.563], [-1.776, -5.257, 2.227], [-2.263, -4.533, 1.092], [-1.337, -3.785, 0.359], [3.079, -2.856, 0.415], [3.244, -2.325, 1.676], [4.501, -2.120, 2.235], [5.631, -2.467, 1.481], [5.489, -2.982, 0.191], [4.209, -3.174, -0.321], [0.732, -2.006, -6.025], [3.077, -1.795, -4.994], [3.328, -2.211, -2.634], [-0.801, -3.388, -2.326], [-1.102, -2.910, -4.733], [1.524, -4.517, 2.102], [-0.037, -5.815, 3.335], [-2.478, -5.821, 2.829], [-3.307, -4.533, 0.808], [-1.589, -3.267, -0.557], [2.340, -1.987, 2.222], [4.601, -1.723, 3.228], [6.597, -2.348, 1.929], [6.381, -3.225, -0.392], [4.051, -3.592, -1.322]]
}

Question: Which formula does entry 5 have?
Answer: C30H29N5O4PdS

Copy entry 3 word for word.
{
  "formula": "C2H4BrClO2",
  "method": "ωB97M-V/def2-TZVPD",
  "homo_ha": [-0.209, -0.378],
  "de_lowest_kcal_mol": 47.61,
  "homo_lumo_gap_ev": [6.28, 8.93],
  "multiplicity": 3,
  "s2": 2.00,
  "fmax_ev_per_a": 10.396,
  "species": ["C", "C", "O", "O", "Cl", "Br", "H", "H", "H", "H"],
  "coordinates": [[-0.867, -0.409, 1.289], [0.878, 1.005, -1.655], [-1.784, -1.064, 2.032], [0.174, -1.004, 1.152], [1.620, 2.527, -2.135], [1.878, -0.611, -2.041], [0.779, 1.045, -0.597], [-0.285, 0.955, -2.006], [-2.667, -0.578, 2.212], [0.275, -1.865, 1.748]]
}